# 1
{"formula": "C3H7NOS2", "method": "wB97M-V/def2-TZVPD", "symbols": ["N", "C", "C", "O", "C", "S", "S", "H", "H", "H", "H", "H", "H", "H"], "xyz": [[1.106, 0.846, 0.978], [0.387, 1.255, -0.232], [1.303, 1.406, -1.455], [1.385, 2.430, -2.058], [-0.742, 0.252, -0.675], [-1.637, -0.771, 0.509], [-0.154, -2.148, 1.097], [1.895, 0.223, 0.797], [1.586, 1.699, 1.276], [-0.196, 2.131, 0.056], [1.828, 0.422, -1.539], [-1.465, 0.858, -1.231], [-0.362, -0.330, -1.537], [0.103, -2.386, -0.184]], "gap_ha": 0.3297, "homo_ev": -8.65, "charge": 0, "smiles": "N[C@@H](C=O)CSS"}

# 2
{"formula": "C3H7NO2", "method": "wB97M-V/def2-TZVPD", "symbols": ["C", "O", "C", "C", "N", "O", "H", "H", "H", "H", "H", "H", "H"], "xyz": [[1.651, 0.901, -0.666], [0.931, 0.285, 0.380], [0.211, -0.899, 0.077], [-1.177, -0.738, -0.471], [-1.900, 0.386, -0.344], [-1.542, -1.713, -1.119], [0.994, 1.204, -1.492], [2.419, 0.216, -1.043], [2.141, 1.798, -0.263], [0.214, -1.471, 1.007], [0.335, -1.676, -0.746], [-2.728, 0.444, -0.918], [-1.597, 1.169, 0.210]], "gap_ha": 0.3866, "homo_ev": -9.68, "charge": 0, "smiles": "COCC(N)=O"}

# 3
{"formula": "C36H121N9O20", "method": "wB97M-V/def2-TZVPD", "symbols": ["O", "H", "H", "O", "H", "H", "O", "H", "H", "O", "H", "H", "O", "H", "H", "O", "H", "H", "O", "H", "H", "O", "H", "H", "O", "H", "H", "O", "H", "H", "O", "H", "H", "C", "C", "C", "O", "C", "N", "H", "H", "H", "H", "H", "H", "H", "H", "H", "H", "H", "C", "C", "C", "O", "C", "N", "H", "H", "H", "H", "H", "H", "H", "H", "H", "H", "H", "C", "C", "C", "O", "C", "N", "H", "H", "H", "H", "H", "H", "H", "H", "H", "H", "H", "C", "C", "C", "O", "C", "N", "H", "H", "H", "H", "H", "H", "H", "H", "H", "H", "H", "C", "C", "C", "O", "C", "N", "H", "H", "H", "H", "H", "H", "H", "H", "H", "H", "H", "C", "C", "C", "O", "C", "N", "H", "H", "H", "H", "H", "H", "H", "H", "H", "H", "H", "C", "C", "C", "O", "C", "N", "H", "H", "H", "H", "H", "H", "H", "H", "H", "H", "H", "C", "C", "C", "O", "C", "N", "H", "H", "H", "H", "H", "H", "H", "H", "H", "H", "H", "C", "C", "C", "O", "C", "N", "H", "H", "H", "H", "H", "H", "H", "H", "H", "H", "H"], "xyz": [[1.482, -7.450, 1.699], [1.439, -8.397, 1.566], [0.987, -7.082, 0.968], [-1.021, -7.541, 5.635], [-1.696, -6.934, 5.329], [-0.425, -7.631, 4.891], [-3.281, 5.281, 1.503], [-2.647, 5.998, 1.483], [-3.507, 5.185, 2.428], [-4.210, 1.909, -1.055], [-3.843, 2.667, -0.601], [-3.762, 1.157, -0.668], [-1.441, -4.283, -5.171], [-2.268, -3.898, -4.881], [-1.288, -5.008, -4.565], [8.017, 2.081, 1.967], [8.226, 2.770, 2.597], [8.240, 1.267, 2.418], [8.799, 0.182, -2.437], [9.718, -0.082, -2.384], [8.654, 0.705, -1.649], [6.175, -4.253, -1.857], [6.944, -3.690, -1.761], [6.263, -4.632, -2.732], [-1.871, -7.886, -1.915], [-2.597, -7.790, -1.299], [-1.922, -8.796, -2.206], [-4.631, -4.944, 6.281], [-5.576, -5.019, 6.410], [-4.368, -4.218, 6.846], [1.997, -0.931, -6.048], [1.252, -1.477, -5.798], [2.423, -0.712, -5.219], [7.722, 6.762, -2.905], [8.894, 5.897, -3.426], [9.792, 6.554, -4.446], [10.804, 5.765, -5.027], [10.158, 4.747, -5.830], [9.731, 5.537, -2.296], [6.972, 6.274, -2.283], [7.140, 7.236, -3.695], [8.186, 7.503, -2.254], [8.505, 4.954, -3.810], [10.259, 7.400, -3.941], [9.143, 6.904, -5.250], [9.580, 5.151, -6.661], [9.609, 3.975, -5.291], [10.992, 4.309, -6.377], [9.134, 4.964, -1.718], [10.251, 4.772, -2.702], [2.788, 5.449, -6.436], [2.819, 6.256, -7.692], [2.345, 7.679, -7.445], [0.953, 7.786, -7.192], [0.563, 9.132, -6.868], [4.244, 6.282, -8.029], [1.733, 5.175, -6.408], [2.902, 5.984, -5.494], [3.333, 4.515, -6.300], [2.278, 5.757, -8.496], [2.532, 8.357, -8.278], [2.984, 8.095, -6.665], [-0.501, 9.334, -6.995], [1.005, 9.810, -7.599], [0.845, 9.446, -5.863], [4.515, 5.313, -8.113], [4.471, 6.679, -8.930], [2.312, 6.485, 3.729], [2.619, 7.993, 3.506], [1.297, 8.719, 3.339], [0.552, 8.303, 2.117], [1.222, 8.584, 0.899], [3.494, 8.584, 4.504], [1.546, 6.325, 4.488], [3.247, 6.157, 4.184], [2.116, 5.918, 2.819], [3.245, 8.141, 2.626], [1.442, 9.800, 3.341], [0.677, 8.486, 4.204], [0.590, 8.910, 0.073], [1.708, 7.727, 0.433], [2.051, 9.288, 0.977], [3.310, 8.269, 5.446], [3.357, 9.585, 4.514], [0.823, 1.345, -0.693], [1.430, -0.032, -0.286], [0.436, -1.276, -0.084], [-0.815, -0.886, 0.446], [-1.610, -2.009, 0.839], [2.443, -0.344, -1.241], [0.101, 1.695, 0.045], [0.207, 1.287, -1.590], [1.640, 2.065, -0.741], [1.969, -0.016, 0.661], [0.941, -2.128, 0.370], [0.166, -1.629, -1.079], [-1.912, -2.659, 0.018], [-2.569, -1.698, 1.252], [-1.069, -2.632, 1.551], [3.308, 0.170, -1.156], [2.673, -1.317, -1.095], [-9.882, 1.490, -2.295], [-9.985, 1.670, -0.820], [-9.716, 0.279, -0.125], [-9.896, 0.397, 1.286], [-9.567, -0.786, 1.936], [-8.993, 2.640, -0.359], [-8.924, 1.091, -2.630], [-10.012, 2.401, -2.879], [-10.553, 0.728, -2.691], [-10.944, 2.112, -0.550], [-8.752, -0.079, -0.486], [-10.398, -0.477, -0.514], [-9.339, -0.715, 3.000], [-8.683, -1.239, 1.489], [-10.343, -1.550, 1.882], [-8.869, 2.634, 0.643], [-8.061, 2.296, -0.539], [-3.731, 1.780, 5.897], [-5.170, 2.238, 6.228], [-5.642, 1.810, 7.661], [-6.999, 2.253, 7.902], [-7.391, 2.104, 9.281], [-5.035, 3.660, 6.362], [-3.743, 1.840, 4.809], [-3.430, 0.744, 6.054], [-2.913, 2.378, 6.301], [-5.907, 2.053, 5.446], [-5.013, 2.108, 8.500], [-5.629, 0.722, 7.706], [-8.465, 2.145, 9.461], [-6.968, 2.956, 9.814], [-7.099, 1.192, 9.801], [-4.634, 3.867, 7.265], [-6.000, 3.957, 6.331], [3.319, -3.103, 6.854], [3.383, -2.598, 8.290], [4.427, -1.553, 8.784], [5.669, -1.786, 8.211], [6.326, -2.997, 8.642], [2.036, -2.188, 8.597], [3.209, -2.294, 6.132], [2.502, -3.812, 6.717], [4.231, -3.659, 6.638], [3.505, -3.438, 8.973], [4.613, -1.572, 9.857], [4.136, -0.582, 8.383], [7.398, -2.948, 8.453], [5.794, -3.715, 8.017], [6.183, -3.180, 9.707], [1.952, -1.187, 8.489], [1.486, -2.583, 7.848], [-8.737, -7.671, -0.640], [-8.412, -8.075, 0.766], [-9.448, -9.129, 1.298], [-10.703, -8.532, 1.525], [-11.518, -9.348, 2.335], [-7.103, -8.638, 0.735], [-9.718, -7.199, -0.591], [-8.727, -8.460, -1.392], [-8.005, -6.901, -0.884], [-8.537, -7.246, 1.462], [-9.093, -9.433, 2.283], [-9.548, -9.999, 0.650], [-12.484, -8.855, 2.451], [-11.006, -9.242, 3.291], [-11.651, -10.370, 1.982], [-7.051, -9.434, 0.116], [-7.014, -9.139, 1.607], [3.450, -7.881, -6.156], [4.478, -7.539, -7.152], [3.728, -7.262, -8.461], [4.494, -6.490, -9.406], [5.502, -7.185, -10.096], [5.164, -6.370, -6.572], [2.708, -8.599, -6.504], [2.896, -7.021, -5.778], [3.980, -8.307, -5.303], [5.227, -8.306, -7.350], [2.941, -6.560, -8.184], [3.195, -8.054, -8.987], [5.886, -6.767, -11.026], [5.185, -8.205, -10.312], [6.362, -7.267, -9.431], [5.671, -5.850, -7.275], [4.513, -5.675, -6.235]], "gap_ha": 0.3315, "homo_ev": -9.06, "charge": 0}

# 4
{"formula": "C6H12O", "method": "wB97M-V/def2-TZVPD", "symbols": ["C", "C", "C", "C", "C", "C", "O", "H", "H", "H", "H", "H", "H", "H", "H", "H", "H", "H", "H"], "xyz": [[-2.111, -0.946, -0.052], [-1.470, 0.422, 0.111], [-0.727, 0.960, -1.079], [0.027, 0.730, 0.177], [1.074, -0.304, 0.409], [2.350, 0.086, -0.291], [1.369, -0.411, 1.799], [-1.398, -1.659, -0.484], [-2.973, -0.936, -0.739], [-2.477, -1.346, 0.898], [-1.747, 1.012, 0.963], [-0.558, 0.180, -1.822], [-0.831, 1.954, -1.504], [0.233, 1.661, 0.715], [0.694, -1.264, 0.027], [2.149, 0.207, -1.360], [3.118, -0.671, -0.136], [2.701, 1.044, 0.108], [0.579, -0.718, 2.262]], "gap_ha": 0.3848, "homo_ev": -9.51, "charge": 0, "smiles": "C[C@@H]1C[C@@H]1[C@@H](C)O"}

# 5
{"formula": "C15H27NO7", "method": "wB97M-V/def2-TZVPD", "symbols": ["C", "O", "C", "C", "C", "C", "O", "C", "C", "O", "C", "N", "C", "C", "C", "C", "O", "C", "O", "C", "O", "C", "O", "H", "H", "H", "H", "H", "H", "H", "H", "H", "H", "H", "H", "H", "H", "H", "H", "H", "H", "H", "H", "H", "H", "H", "H", "H", "H", "H"], "xyz": [[3.363, -2.447, 4.047], [3.069, -1.347, 3.233], [1.790, -0.775, 3.240], [0.807, -1.737, 2.492], [0.646, -1.450, 1.028], [2.036, -1.592, 0.287], [2.607, -0.390, 0.504], [1.689, 0.487, 1.179], [2.011, 0.691, 2.626], [3.290, 1.271, 2.738], [0.268, -0.050, 0.745], [0.122, 0.384, -0.739], [-0.774, -0.430, -1.610], [-2.242, -0.438, -1.256], [-2.951, 0.921, -1.375], [-2.659, 1.796, -0.061], [-1.394, 2.486, -0.107], [-2.651, 1.743, -2.500], [-3.570, 1.521, -3.595], [-1.250, 1.709, -3.099], [-1.222, 2.148, -4.465], [-0.606, 0.309, -2.998], [-1.102, -0.628, -4.033], [4.397, -2.381, 4.346], [2.834, -2.633, 4.878], [3.290, -3.400, 3.411], [1.542, -0.707, 4.335], [-0.250, -1.793, 2.844], [1.250, -2.781, 2.583], [-0.099, -2.161, 0.511], [2.593, -2.468, 0.615], [1.885, -1.865, -0.761], [1.799, 1.495, 0.846], [1.277, 1.346, 3.043], [3.836, 0.702, 2.313], [-0.651, 0.212, 1.253], [1.090, 0.371, -1.038], [-0.473, -1.446, -1.549], [-2.438, -0.805, -0.278], [-2.868, -1.150, -1.775], [-3.993, 0.798, -1.347], [-3.481, 2.531, 0.021], [-2.778, 1.125, 0.828], [-0.731, 1.684, -0.214], [-2.892, 2.804, -2.277], [-3.546, 0.593, -3.904], [-0.509, 2.184, -2.519], [-1.557, 3.065, -4.429], [0.426, 0.528, -3.193], [-1.229, -0.027, -4.825]], "gap_ha": 0.3677, "homo_ev": -9.52, "charge": 0, "smiles": "CO[C@@H]1C[C@@H]2CO[C@H]([C@@H]1O)[C@H]2N[C@H]1C[C@@H](CO)[C@H](O)[C@H](O)[C@@H]1O"}

# 6
{"formula": "C23H23NO6PdS2", "method": "wB97M-V/def2-TZVPD", "symbols": ["Pd", "O", "C", "O", "C", "C", "C", "C", "C", "N", "C", "O", "O", "H", "H", "H", "H", "H", "O", "S", "C", "C", "C", "C", "S", "O", "C", "C", "C", "C", "C", "C", "C", "C", "C", "C", "C", "C", "H", "H", "H", "H", "H", "H", "H", "H", "H", "H", "H", "H", "H", "H", "H", "H", "H", "H"], "xyz": [[0.656, 1.316, -0.761], [-0.385, 3.171, 2.903], [0.548, 2.640, 2.089], [1.052, 1.564, 2.319], [0.865, 3.531, 0.925], [0.352, 4.822, 0.852], [0.704, 5.623, -0.219], [1.548, 5.085, -1.186], [1.981, 3.780, -1.053], [1.656, 2.977, -0.012], [2.822, 3.158, -2.140], [4.003, 3.772, -2.385], [2.469, 2.217, -2.795], [-0.542, 2.523, 3.603], [-0.305, 5.177, 1.630], [0.330, 6.634, -0.305], [1.841, 5.667, -2.051], [4.157, 4.450, -1.716], [-1.913, 1.855, -0.991], [-2.735, 0.647, -1.313], [-1.646, -0.344, -2.358], [-2.147, -1.746, -2.693], [-0.977, -2.720, -2.854], [-0.266, -2.973, -1.516], [1.488, -2.479, -1.605], [1.493, -1.041, -1.997], [1.791, -2.535, 0.157], [2.024, -1.359, 0.849], [2.262, -1.422, 2.217], [2.269, -2.644, 2.871], [2.042, -3.820, 2.162], [1.810, -3.769, 0.798], [-2.698, -0.399, 0.138], [-3.855, -1.061, 0.523], [-3.838, -1.855, 1.662], [-2.674, -1.969, 2.409], [-1.523, -1.291, 2.023], [-1.536, -0.502, 0.884], [-0.684, -0.367, -1.828], [-1.495, 0.266, -3.250], [-2.740, -1.725, -3.608], [-2.806, -2.116, -1.901], [-0.272, -2.310, -3.581], [-1.341, -3.663, -3.261], [-0.276, -4.028, -1.237], [-0.716, -2.408, -0.698], [2.010, -0.406, 0.325], [2.430, -0.502, 2.761], [2.457, -2.688, 3.936], [2.055, -4.775, 2.671], [1.654, -4.684, 0.238], [-4.762, -0.951, -0.060], [-4.734, -2.378, 1.970], [-2.664, -2.586, 3.299], [-0.610, -1.380, 2.597], [-0.634, 0.021, 0.561]], "gap_ha": 0.2454, "homo_ev": -6.45, "charge": 0}

# 7
{"formula": "C20H22CoIN3O", "method": "wB97M-V/def2-TZVPD", "symbols": ["Co", "N", "C", "C", "C", "C", "C", "C", "C", "C", "C", "C", "C", "C", "H", "H", "H", "H", "H", "H", "H", "H", "H", "H", "C", "C", "C", "C", "C", "C", "N", "H", "H", "H", "H", "H", "H", "H", "H", "N", "C", "O", "C", "I", "H", "H", "H", "H"], "xyz": [[0.656, -0.322, 0.000], [0.712, 0.741, -1.835], [-0.699, 0.936, -2.107], [-1.228, 0.426, -3.283], [-2.576, 0.567, -3.563], [-3.394, 1.232, -2.661], [-2.857, 1.732, -1.487], [-1.504, 1.591, -1.171], [-0.998, 2.081, 0.145], [-1.430, 3.323, 0.613], [-1.057, 3.768, 1.871], [-0.261, 2.968, 2.675], [0.176, 1.736, 2.202], [-0.160, 1.260, 0.931], [1.178, 0.376, -2.658], [1.135, 1.638, -1.604], [-0.576, -0.075, -3.990], [-2.980, 0.172, -4.485], [-4.448, 1.360, -2.870], [-3.502, 2.231, -0.774], [-2.053, 3.949, -0.015], [-1.391, 4.735, 2.223], [0.024, 3.305, 3.664], [0.797, 1.131, 2.856], [1.712, -3.476, 1.013], [2.668, -2.356, 1.126], [4.005, -2.420, 1.652], [4.527, -1.171, 1.542], [3.509, -0.358, 0.944], [3.582, 1.090, 0.653], [2.397, -1.095, 0.699], [1.954, -4.268, 1.719], [1.758, -3.904, 0.007], [0.687, -3.145, 1.175], [4.469, -3.307, 2.053], [5.506, -0.827, 1.833], [4.614, 1.435, 0.638], [3.042, 1.654, 1.420], [3.114, 1.323, -0.304], [-2.414, -1.069, 0.674], [-1.826, -1.899, -0.174], [-0.624, -1.798, -0.497], [-2.638, -3.018, -0.748], [-2.346, -4.759, 0.447], [-1.886, -0.287, 1.055], [-3.391, -1.152, 0.895], [-2.280, -3.252, -1.744], [-3.702, -2.805, -0.756]], "gap_ha": [0.3127, 0.2329], "homo_ev": [-11.11, -11.15], "charge": 1, "multiplicity": 5}

# 8
{"formula": "C29H43N4O5PSTi", "method": "wB97M-V/def2-TZVPD", "symbols": ["Ti", "O", "C", "O", "C", "C", "C", "C", "C", "N", "C", "O", "O", "H", "H", "H", "C", "C", "C", "N", "N", "C", "N", "S", "H", "H", "H", "H", "H", "H", "H", "O", "P", "C", "C", "C", "C", "C", "C", "C", "C", "C", "C", "C", "C", "C", "C", "C", "C", "C", "C", "H", "H", "H", "H", "H", "H", "H", "H", "H", "H", "H", "H", "H", "H", "H", "H", "H", "H", "H", "H", "H", "H", "H", "H", "H", "H", "H", "H", "H", "H", "H", "H", "H"], "xyz": [[-1.685, -0.355, -1.144], [-2.885, -3.283, 1.494], [-2.724, -2.288, 0.806], [-1.801, -2.127, -0.103], [-3.596, -1.078, 0.932], [-4.699, -0.941, 1.736], [-5.441, 0.244, 1.701], [-5.051, 1.256, 0.817], [-3.937, 1.084, 0.034], [-3.185, -0.056, 0.118], [-3.412, 2.025, -1.008], [-3.926, 3.110, -1.232], [-2.389, 1.513, -1.635], [-4.979, -1.771, 2.372], [-6.313, 0.364, 2.330], [-5.611, 2.177, 0.723], [-0.088, -1.234, -6.652], [-0.286, -2.041, -5.372], [-1.499, -1.636, -4.600], [-1.500, -1.417, -3.335], [-2.734, -1.069, -2.851], [-3.653, -0.993, -3.753], [-4.940, -0.669, -3.472], [-3.067, -1.427, -5.323], [0.823, -1.549, -7.162], [-0.007, -0.168, -6.435], [-0.917, -1.375, -7.349], [0.557, -1.917, -4.693], [-0.355, -3.107, -5.599], [-5.068, -0.273, -2.549], [-5.475, -0.215, -4.193], [0.271, 0.108, -0.775], [1.300, 0.459, 0.289], [1.079, 2.188, 0.862], [-0.330, 2.706, 0.528], [-0.430, 4.177, 0.912], [-0.207, 4.407, 2.424], [0.334, 3.157, 3.120], [1.473, 2.506, 2.335], [1.194, -0.702, 1.678], [1.284, -2.174, 1.221], [0.610, -3.116, 2.235], [0.716, -2.556, 3.649], [-0.098, -1.258, 3.769], [-0.120, -0.483, 2.443], [2.942, 0.422, -0.481], [4.076, 0.689, 0.543], [4.896, -0.573, 0.793], [5.576, -1.053, -0.495], [4.671, -0.867, -1.730], [3.200, -0.833, -1.328], [1.763, 2.744, 0.211], [-1.094, 2.119, 1.047], [-0.540, 2.578, -0.531], [-1.398, 4.566, 0.596], [0.322, 4.726, 0.335], [-1.143, 4.699, 2.904], [0.487, 5.237, 2.579], [-0.478, 2.440, 3.258], [0.687, 3.403, 4.124], [1.813, 1.615, 2.869], [2.324, 3.192, 2.324], [2.030, -0.478, 2.353], [2.334, -2.450, 1.097], [0.789, -2.290, 0.254], [1.081, -4.100, 2.173], [-0.440, -3.260, 1.970], [1.769, -2.368, 3.887], [0.366, -3.285, 4.382], [0.307, -0.629, 4.566], [-1.128, -1.493, 4.045], [-0.315, 0.572, 2.626], [-0.934, -0.841, 1.811], [2.897, 1.268, -1.176], [3.679, 1.070, 1.488], [4.730, 1.477, 0.159], [4.235, -1.353, 1.185], [5.642, -0.391, 1.568], [5.852, -2.104, -0.385], [6.509, -0.504, -0.640], [4.849, -1.663, -2.454], [4.915, 0.072, -2.239], [2.949, -1.743, -0.780], [2.546, -0.812, -2.201]], "gap_ha": [0.1883, 0.3236], "homo_ev": [-4.95, -8.64], "charge": 0, "multiplicity": 3}